Molecular formula: C20H23NO5
Method: DFT, wB97M-V/def2-TZVPD

## Properties
Energy relative to the best compared isomer or geometry (same formula, charge and spin) = 77.3 kJ/mol
Maximum force = 0.80 eV Å⁻¹
Charge = 0
HOMO level = -0.297 Ha
SMILES = CCOc1ccc([C@@H](CC(=O)O)NC(=O)Cc2ccccc2)cc1OC

Each line ends with the Löwdin charge.
Element x y z (Å)
C -2.2868 -4.8523 0.9958  -0.058
C -2.0958 -3.4844 0.3582  -0.255
O -0.7111 -3.3061 0.1467  -0.087
C -0.2586 -2.1165 -0.3595  -0.189
C -1.1067 -1.0840 -0.7412  -0.016
C -0.6204 0.1196 -1.2153  -0.039
C 0.7456 0.3263 -1.3266  -0.177
C 1.2986 1.6849 -1.6973  -0.249
C 0.8272 2.1635 -3.0806  -0.033
C 1.3386 3.5651 -3.3066  -0.543
O 0.7094 4.5705 -3.1171  0.106
O 2.6064 3.5676 -3.7227  0.119
N 0.8859 2.6233 -0.6698  0.121
C 1.6482 2.8578 0.4260  -0.486
O 2.8379 2.6445 0.4723  0.080
C 0.8282 3.3806 1.6031  -0.048
C -0.1886 2.3190 1.9249  -0.240
C 0.2415 1.0561 2.3198  -0.026
C -0.6695 0.0416 2.5448  -0.077
C -2.0246 0.2757 2.3796  -0.101
C -2.4621 1.5273 1.9849  -0.084
C -1.5484 2.5414 1.7525  -0.052
C 1.5973 -0.7025 -0.9650  0.064
C 1.1305 -1.9252 -0.4908  -0.185
O 2.1212 -2.8080 -0.1892  -0.063
C 1.8421 -4.1164 0.2548  -0.073
H -3.3434 -5.0333 1.1708  0.076
H -1.7556 -4.9001 1.9426  0.078
H -1.8962 -5.6261 0.3407  0.078
H -2.4808 -2.6985 1.0223  0.115
H -2.6361 -3.4350 -0.5976  0.128
H -2.1740 -1.2080 -0.6582  0.107
H -1.3242 0.8935 -1.4824  0.114
H 2.3925 1.6607 -1.6716  0.150
H 1.2292 1.4956 -3.8406  0.135
H -0.2612 2.1721 -3.1262  0.124
H 2.9427 4.4743 -3.8008  0.135
H -0.1099 2.7658 -0.5861  0.139
H 0.3446 4.3210 1.3359  0.124
H 1.5039 3.5494 2.4422  0.129
H 1.2989 0.8725 2.4396  0.125
H -0.3207 -0.9348 2.8469  0.107
H -2.7397 -0.5136 2.5619  0.097
H -3.5178 1.7163 1.8539  0.102
H -1.8981 3.5167 1.4417  0.112
H 2.6667 -0.5766 -1.0260  0.134
H 1.3305 -4.1180 1.2192  0.092
H 1.2449 -4.6718 -0.4711  0.096
H 2.8176 -4.5912 0.3614  0.094

Molecular formula: C20H23NO6
Method: DFT, wB97M-V/def2-TZVPD

## Properties
Energy relative to the best compared isomer or geometry (same formula, charge and spin) = 0.0 kJ/mol
Maximum force = 1.09 eV Å⁻¹
Charge = 0
HOMO level = -0.310 Ha
SMILES = Cc1c(OC(=O)CNC(=O)OC(C)(C)C)ccc2c3c(c(=O)oc12)CCC3

Each line ends with the Löwdin charge.
Element x y z (Å)
C -1.7917 -3.1325 0.2156  0.000
C -1.5914 -1.6506 0.2227  -0.102
C -0.3364 -1.0685 0.3218  -0.168
O 0.7763 -1.8933 0.4706  0.079
C 1.7846 -1.7542 -0.3943  -0.475
O 1.7449 -1.1227 -1.4126  0.148
C 3.0082 -2.5463 0.0709  -0.059
N 4.1999 -1.7657 -0.1704  0.098
C 4.1689 -0.4436 0.1705  -0.558
O 3.2883 0.0354 0.8461  0.099
O 5.2463 0.1765 -0.3134  0.047
C 5.4616 1.5878 -0.0537  -0.568
C 4.3130 2.4107 -0.6354  -0.015
C 6.7689 1.9009 -0.7817  -0.023
C 5.6106 1.8309 1.4474  -0.018
C -0.1545 0.3139 0.3249  0.018
C -1.2431 1.1433 0.2177  0.008
C -2.5305 0.6058 0.1106  -0.089
C -3.7298 1.3768 -0.0038  -0.104
C -4.9347 0.7701 -0.1137  -0.085
C -5.0817 -0.6675 -0.1121  -0.390
O -6.1133 -1.2861 -0.2040  0.128
O -3.9101 -1.3760 0.0143  0.132
C -2.6940 -0.7909 0.1159  -0.130
C -6.0515 1.7567 -0.2512  -0.114
C -5.3822 3.0943 0.1138  -0.156
C -3.8670 2.8676 -0.0486  -0.115
H -0.8942 -3.6401 0.5562  0.080
H -2.6298 -3.3966 0.8561  0.090
H -2.0308 -3.4692 -0.7927  0.097
H 3.0693 -3.4847 -0.4804  0.139
H 2.9036 -2.7523 1.1402  0.134
H 4.8226 -2.0290 -0.9163  0.150
H 3.3893 2.1931 -0.1072  0.076
H 4.5354 3.4697 -0.5384  0.090
H 4.1772 2.1707 -1.6876  0.095
H 6.6608 1.7000 -1.8441  0.087
H 7.0299 2.9456 -0.6424  0.089
H 7.5704 1.2790 -0.3921  0.087
H 5.8484 2.8756 1.6268  0.090
H 6.4102 1.2120 1.8488  0.092
H 4.6852 1.5858 1.9612  0.079
H 0.8477 0.7019 0.4201  0.114
H -1.1153 2.2139 0.2150  0.116
H -6.4198 1.7527 -1.2801  0.125
H -6.8919 1.5097 0.3965  0.121
H -5.6030 3.3403 1.1527  0.111
H -5.7400 3.9118 -0.5085  0.106
H -3.5060 3.2360 -1.0125  0.128
H -3.2892 3.3587 0.7341  0.117

Molecular formula: C20H24AsClIN4O4Ta
Method: DFT, wB97M-V/def2-TZVPD

## Properties
Energy relative to the best compared isomer or geometry (same formula, charge and spin) = 73.9 kJ/mol
Maximum force = 4.90 eV Å⁻¹
Charge = +4
HOMO level = -0.749 Ha

Each line ends with the Löwdin charge.
Element x y z (Å)
Ta 1.1642 0.9714 -0.9084  1.791
O 1.7611 4.4775 2.7571  0.105
C 1.4975 3.3462 3.6235  -0.336
O 1.1717 3.2982 4.7838  0.223
C 1.5334 2.0924 2.8393  -0.035
C 1.1981 0.8117 3.2824  -0.474
Cl 0.7537 0.3186 4.8168  1.067
N 1.0923 -0.0855 2.2222  -0.023
N 1.5189 0.6138 1.0724  -0.055
C 1.9870 1.8973 1.5569  -0.080
C 2.6479 2.8162 0.5487  -0.387
O 3.8080 3.1652 0.3929  0.159
O 1.8191 2.7005 -0.6122  -0.197
C 0.8169 -1.4425 2.4680  -0.306
C 1.8538 -2.2944 2.8402  -0.011
C 1.5419 -3.3839 3.6532  -0.005
C 0.2531 -3.9348 3.5734  0.021
C -0.7150 -3.2335 2.8254  -0.046
C -0.4893 -1.9702 2.3820  -0.038
H 2.6955 4.5962 2.9566  0.133
H 2.8648 -1.9905 2.6849  0.118
H 2.3268 -3.7894 4.3209  0.150
H -0.1113 -4.8494 4.0761  0.151
H -1.6843 -3.7223 2.6694  0.139
H -1.3137 -1.2917 2.0617  0.109
I 4.9874 0.3225 -0.4828  1.229
C 3.5612 0.2108 -2.1442  -0.523
C 2.8138 0.9899 -3.0198  -0.026
N 1.4963 0.4996 -3.1138  -0.035
N 1.3976 -0.6797 -2.2331  -0.090
C 2.7050 -0.9148 -1.8310  -0.141
H 3.1045 1.8757 -3.5549  0.174
H 0.9391 0.4883 -3.9259  0.133
H 2.9723 -1.8182 -1.3668  0.128
C -1.4819 1.7626 -3.8756  -0.149
C -2.3164 1.3309 -2.6896  -0.348
As -1.3941 0.3290 -1.2235  1.154
C -2.0098 -1.5092 -1.6467  -0.365
C -1.7418 -2.1628 -3.0087  -0.102
C -2.7474 0.6441 0.1958  -0.372
C -4.1680 0.1019 -0.0662  -0.111
H -2.0998 1.9447 -4.7849  0.122
H -0.7592 0.9371 -4.1946  0.054
H -0.8729 2.6611 -3.7090  0.085
H -3.2147 0.7302 -2.9933  0.117
H -2.6022 2.2072 -2.0532  0.093
H -3.0647 -1.5635 -1.3993  0.071
H -1.5482 -2.0309 -0.8259  0.052
H -2.4268 -1.7425 -3.7172  0.073
H -1.9528 -3.2704 -2.9107  0.128
H -0.6796 -2.0955 -3.3518  0.067
H -2.8542 1.7408 0.3399  0.092
H -2.3826 0.2324 1.1433  0.041
H -4.9985 0.6883 0.2851  0.100
H -4.3093 -0.9019 0.4019  0.106
H -4.3447 -0.1244 -1.1309  0.069

Molecular formula: C20H24AsFN2OP2S4W
Method: DFT, wB97M-V/def2-TZVPD

## Properties
Energy relative to the best compared isomer or geometry (same formula, charge and spin) = 314.0 kJ/mol
Maximum force = 3.91 eV Å⁻¹
Charge = 0
HOMO level (alpha / beta) = -0.225 / -0.211 Ha

Each line ends with the Löwdin charge.
Element x y z (Å)
W -1.8196 -0.1915 0.6745  0.522
S -3.2221 1.4645 -0.4351  0.059
As -4.2189 -0.3778 0.3684  0.316
S -1.3584 1.7642 2.1104  0.059
S -2.4236 0.2194 2.9726  0.073
S -6.1820 -0.6584 -0.4519  -0.101
N -0.7748 0.9410 -2.0174  -0.162
P 0.1743 0.7599 -0.5870  0.959
C 1.5995 -0.1734 -1.2207  -0.310
C 2.4718 0.4310 -2.1330  -0.091
C 3.3609 -0.3348 -2.8562  -0.078
C 3.3892 -1.7131 -2.6868  -0.075
C 2.5502 -2.3198 -1.7586  -0.074
C 1.6526 -1.5584 -1.0362  -0.084
C 0.7866 2.4569 -0.4194  -0.372
C 2.0033 2.6656 0.2302  -0.098
C 2.4371 3.9514 0.4849  -0.075
C 1.6545 5.0345 0.1087  -0.074
C 0.4150 4.8268 -0.4778  -0.069
C -0.0322 3.5431 -0.7262  -0.097
C -1.5580 -0.1746 -2.3324  -0.432
C -2.1430 -0.3552 -3.5653  -0.019
C -2.9407 -1.4747 -3.7969  -0.041
C -3.0614 -2.4165 -2.7663  -0.077
C -2.4487 -2.1997 -1.5664  -0.157
N -1.7025 -1.0543 -1.2686  -0.153
H -0.4182 1.4616 -2.8148  0.121
H 2.4475 1.5044 -2.2596  0.105
H 4.0244 0.1386 -3.5673  0.106
H 4.0539 -2.3141 -3.2893  0.104
H 2.5979 -3.3917 -1.6156  0.106
H 0.9810 -2.0253 -0.3170  0.096
H 2.5937 1.8052 0.5228  0.111
H 3.3829 4.1061 0.9827  0.105
H 2.0016 6.0412 0.2878  0.104
H -0.2165 5.6666 -0.7254  0.108
H -1.0059 3.3705 -1.1698  0.084
H -1.9958 0.3991 -4.3223  0.115
H -3.4378 -1.6075 -4.7402  0.105
H -3.6497 -3.3095 -2.8987  0.107
H -2.4861 -2.9514 -0.7839  0.104
C -1.0392 -2.5385 3.6429  -0.203
P 0.0563 -1.1640 3.1185  0.566
C 0.2695 0.1305 4.3986  -0.245
C 1.7028 -1.9715 3.1728  -0.172
O 0.0017 -0.6784 1.6667  -0.691
H -0.8254 -2.7162 4.6928  0.055
H -0.7748 -3.4231 3.0665  0.055
H -2.1038 -2.3442 3.5226  0.015
H 0.8652 -0.3002 5.1970  0.045
H -0.6683 0.4981 4.8070  0.005
H 0.8105 0.9630 3.9498  0.039
H 1.8790 -2.4890 4.1107  0.049
H 2.4640 -1.2044 3.0424  0.052
H 1.7804 -2.6781 2.3491  0.047
F -1.8996 -2.0342 1.1260  -0.546

Molecular formula: C20H24B2KO28
Method: DFT, wB97M-V/def2-TZVPD

## Properties
Energy relative to the best compared isomer or geometry (same formula, charge and spin) = 72.8 kJ/mol
Maximum force = 1.69 eV Å⁻¹
Charge = -1
HOMO level = -0.272 Ha

Each line ends with the Löwdin charge.
Element x y z (Å)
K 0.0311 -0.7108 -0.1388  0.832
O -2.6226 6.1122 -3.9556  0.150
C -1.9414 5.1432 -4.1054  -0.389
O -2.3529 3.9141 -4.3238  0.243
B -1.2279 2.9857 -4.2723  -0.864
O -0.0122 3.8447 -4.1613  0.214
C -0.3747 5.0866 -3.8929  -0.398
O 0.3075 6.0209 -3.6192  0.148
O -1.1510 2.0949 -5.4467  0.248
C -0.8147 0.8888 -5.0412  -0.381
O -0.5284 -0.0421 -5.7289  0.148
C -0.8597 0.9018 -3.4851  -0.375
O -1.2639 2.0828 -3.1074  0.252
O -0.6301 0.0016 -2.7265  0.067
O -7.6828 0.9219 4.4081  0.152
C -6.6100 1.2099 3.9705  -0.391
O -5.9527 0.6088 3.0008  0.239
B -4.5908 1.1112 2.8865  -0.831
O -4.6070 2.3295 3.7314  0.216
C -5.6828 2.3567 4.4878  -0.400
O -5.9470 3.0647 5.4102  0.152
O -3.5990 0.1332 3.4378  0.241
C -2.7278 -0.1283 2.5034  -0.418
O -1.8548 -0.9595 2.5583  0.116
C -3.0446 0.6998 1.2564  -0.394
O -4.1222 1.3895 1.5004  0.263
O -2.4155 0.6781 0.2283  0.099
C 3.1809 -2.2316 -2.4668  -0.041
O 4.2350 -1.4142 -2.0050  0.024
C 3.9466 -0.5903 -1.0049  -0.618
O 2.8853 -0.4541 -0.4714  0.093
O 4.9896 0.2066 -0.8575  0.015
C 4.9390 1.2317 0.1308  -0.013
H 2.7141 -2.8720 -1.7220  0.069
H 3.5645 -2.7697 -3.3330  0.103
H 2.3652 -1.6539 -2.9170  0.099
H 5.6139 2.0184 -0.1860  0.097
H 5.3012 0.8216 1.0766  0.099
H 3.9043 1.5369 0.2806  0.081
C -0.8539 1.9927 4.2646  -0.002
O -0.3073 2.9359 3.3562  0.055
C 0.1355 2.5413 2.1977  -0.623
O 0.2305 1.4166 1.7946  0.072
O 0.3950 3.5956 1.4503  0.043
C 0.9513 3.3452 0.1777  -0.024
H -0.8254 0.9580 3.9198  0.068
H -1.8787 2.2985 4.4625  0.103
H -0.2782 1.9838 5.1911  0.100
H 1.5133 4.2220 -0.1339  0.102
H 0.2033 3.1373 -0.5897  0.103
H 1.6305 2.4908 0.1406  0.078
C 3.4979 -3.9519 1.3026  -0.023
O 3.3266 -3.2536 2.5254  0.027
C 2.2248 -2.5224 2.6262  -0.605
O 1.4775 -2.2040 1.7322  0.070
O 2.0801 -2.1287 3.8734  0.030
C 1.0470 -1.1922 4.1490  -0.032
H 3.7359 -3.2361 0.5100  0.087
H 2.6008 -4.4935 1.0170  0.080
H 4.3668 -4.5999 1.3719  0.100
H 1.2782 -0.7261 5.1009  0.098
H 0.0741 -1.6885 4.1827  0.098
H 0.8852 -0.4311 3.3820  0.072
C 0.5218 -5.1972 -0.7723  -0.050
O -0.3973 -4.9707 -1.8227  0.018
C -0.3850 -3.7309 -2.3484  -0.587
O 0.2337 -2.8000 -1.8900  0.037
O -1.0687 -3.7548 -3.4569  0.043
C -1.0156 -2.6395 -4.3396  -0.028
H 0.8134 -6.2472 -0.8510  0.098
H 0.0553 -5.1028 0.2086  0.104
H 1.4293 -4.6062 -0.8570  0.068
H -0.0456 -2.1486 -4.3942  0.086
H -1.6840 -1.8185 -4.0820  0.088
H -1.3300 -3.0428 -5.2985  0.102